C12H24BCoF6NO13S2 | the ωB97M-V functional and the def2-TZVPD basis

Its multiplicity is 4. The frontier orbital gap (alpha / beta) is 0.4002 / 0.3800 hartree. The lowest unoccupied orbital energy (alpha / beta) comes out at -0.098 / -0.510 eV. As for the expectation value of S²: 3.755.

Geometry as XYZ:
```
60
Properties=species:S:1:pos:R:3:forces:R:3:lowdin_charge:R:1
Co 0.082574 0.298341 1.236732 1.4 -0.4 -0.7 0.786
N -1.450058 1.272012 0.694181 -1.8 2.7 -4.3 -0.324
S -2.921760 1.288851 1.215479 -3.7 -3.3 6.8 0.498
O -3.827431 0.303797 0.680774 0.7 1.3 -1.1 -0.242
O -3.430378 2.492088 1.800351 0.5 -0.1 -1.4 -0.224
F -2.493984 0.486786 2.564535 0.2 0.2 -0.2 -0.203
S -1.799417 2.101664 -0.753893 2.7 1.9 -3.0 0.585
O -2.255020 3.451195 -0.572684 0.0 -1.4 0.5 -0.231
O -2.318258 1.346343 -1.857100 0.0 -0.2 1.5 -0.230
F -0.283178 2.328997 -1.210289 -0.2 -0.2 0.6 -0.179
B 1.413849 -0.363397 3.276907 2.5 0.3 1.6 -1.255
F 1.634151 -0.775985 1.942441 0.0 -0.5 -0.7 0.110
F 2.378695 0.620685 3.510857 -0.3 -0.1 0.3 0.139
F 0.138281 0.250238 3.300013 -0.7 -0.3 0.3 0.115
F 1.573993 -1.430596 4.129367 -0.7 0.1 -0.1 0.174
C 3.024161 2.439336 -1.152497 1.4 -0.1 0.7 -0.030
C 3.590171 2.667784 0.276642 -1.0 -0.5 -1.1 -0.139
O 2.718102 3.596591 0.925190 0.7 1.0 0.4 0.078
C 1.604480 3.188386 1.454194 -0.5 -0.8 0.2 -0.575
O 1.188508 2.042808 1.431344 0.2 -0.2 -0.5 0.053
O 0.983152 4.171744 2.030978 0.0 1.3 0.5 0.067
C -0.355782 3.952403 2.476657 -1.0 -0.9 -0.6 0.004
H 2.026971 2.012203 -1.156159 0.1 0.1 0.1 0.042
H 3.746000 1.781568 -1.644880 -0.3 -0.2 -0.2 0.082
H 3.054312 3.384162 -1.692763 -0.2 0.1 0.0 0.088
H 4.567092 3.139006 0.214154 -0.1 0.2 0.2 0.126
H 3.657174 1.766645 0.886647 -0.1 -0.1 -0.2 0.132
H -1.016244 3.955871 1.607323 0.1 0.1 0.0 0.076
H -0.721755 4.730246 3.137515 0.7 0.2 0.1 0.107
H -0.451821 2.965445 2.926275 0.1 0.1 0.3 0.093
C -3.815824 -3.426272 -1.822191 0.6 0.9 -1.1 -0.058
C -3.442819 -3.038568 -0.397423 -1.4 -0.8 -0.6 -0.176
O -2.038016 -2.745383 -0.355113 -0.2 0.4 -1.3 0.077
C -1.446417 -2.513926 0.768651 -0.4 -0.7 2.4 -0.552
O -0.695811 -1.596652 0.998483 0.2 0.1 -0.4 0.090
O -1.729004 -3.418545 1.716835 -0.2 0.2 -0.9 0.026
C -0.994227 -3.301191 2.928739 1.3 -0.1 0.4 -0.013
H -4.873920 -3.622198 -1.988621 0.0 -0.4 0.6 0.082
H -3.201894 -4.216331 -2.256085 -0.2 -0.4 0.5 0.080
H -3.643883 -2.609816 -2.533158 0.2 0.3 0.4 0.074
H -3.729597 -3.858118 0.259387 0.5 0.0 0.2 0.125
H -4.021218 -2.165923 -0.095534 0.3 0.2 0.1 0.118
H -1.178071 -2.369796 3.461268 -0.4 -0.1 0.0 0.105
H 0.081750 -3.320774 2.733266 -0.1 0.1 -0.2 0.102
H -1.175745 -4.202457 3.507748 -0.5 0.2 0.1 0.103
C -0.615036 -1.003154 -3.454662 -0.5 0.1 0.4 -0.045
C 0.544375 -0.022930 -3.349050 0.0 -0.1 -1.0 -0.166
O 1.682249 -0.646577 -2.725961 0.2 0.1 0.8 0.029
C 1.820784 -0.544537 -1.415576 1.1 -0.5 -0.1 -0.576
O 1.029366 -0.080860 -0.637041 -0.8 0.4 -0.2 0.080
O 2.994557 -0.996868 -0.985511 0.2 0.0 0.3 0.029
C 3.869754 -1.646604 -1.922120 -1.3 -0.6 -1.0 -0.013
H -0.352409 -2.036276 -3.683543 0.5 0.2 -0.2 0.084
H -1.354626 -0.698813 -4.195430 0.1 0.2 0.0 0.087
H -1.144945 -1.039575 -2.500797 0.0 0.1 0.0 0.058
H 0.279499 0.914638 -2.867477 -0.1 -0.3 0.4 0.099
H 1.000175 0.280794 -4.294049 -0.5 -0.3 -0.3 0.131
H 3.273677 -2.419326 -2.415504 0.2 -0.2 0.0 0.098
H 4.689390 -2.148699 -1.423941 0.1 0.6 0.4 0.100
H 4.131310 -0.970478 -2.733879 0.5 0.2 0.3 0.098
```
Forces are in eV/Å.